Entry 1:
Formula: C4H9O3
Source: the OMol25 dataset
Level of theory: ωB97M-V/def2-TZVPD

Geometry as XYZ:
```
16
Properties=species:S:1:pos:R:3:forces:R:3:lowdin_charge:R:1
O -0.169671 -1.877882 -1.237134 -0.19 0.04 0.39 -0.081
O 1.770063 -0.495762 2.839478 -0.34 -0.35 0.38 0.211
O 0.072292 -0.562427 1.613230 0.16 -0.17 0.65 0.126
C -1.312129 0.334598 -0.908381 -1.03 -1.52 0.02 -0.081
C 1.687289 1.242659 1.210281 -0.33 -0.02 0.25 0.038
C 1.105866 0.048542 1.913739 0.57 0.56 -1.01 -0.628
C -1.193749 -1.007480 -1.685306 0.87 1.29 -0.18 -0.307
H -1.275748 0.166351 0.171186 0.29 0.22 -0.23 0.048
H -0.839213 -0.666928 -2.661565 -0.46 -0.56 -0.31 0.106
H -0.275609 -1.973481 -0.282789 0.11 -0.06 -0.03 0.062
H -0.577801 1.039333 -1.278929 0.00 0.24 0.25 0.062
H -2.162643 -1.502825 -1.764230 0.03 -0.11 0.03 0.105
H -2.342918 0.644615 -1.092023 0.18 0.62 -0.20 0.072
H 1.632793 2.122286 1.850731 0.12 -0.07 0.17 0.096
H 1.150256 1.485949 0.298473 -0.01 -0.26 -0.09 0.073
H 2.730922 1.002450 1.013239 0.02 0.16 -0.10 0.098
```
Forces are in eV/Å.

maximum force	1.84	eV/Å
relative energy (zero: lowest compared OMol25 entry of this formula, charge and spin)	0.238	eV
multiplicity	2
charge	0

***

Entry 2:
Formula: C22H64N2O9
Source: the OMol25 dataset
Level of theory: ωB97M-V/def2-TZVPD

Geometry as XYZ:
```
97
Properties=species:S:1:pos:R:3:forces:R:3:lowdin_charge:R:1
O 0.854244 -5.111504 2.118102 -0.22 -0.68 0.61 -0.064
O 4.438714 -2.085994 -0.549298 -0.21 0.39 -0.46 -0.109
O -0.900476 0.790596 -0.727168 -1.34 1.16 0.67 -0.075
O -0.682536 -0.228914 -3.120438 -0.17 0.40 -0.37 -0.248
O -4.809286 -3.113124 0.975612 -0.18 0.48 1.03 -0.200
O 0.250934 3.654406 0.510452 -0.80 0.99 0.10 -0.067
O -1.323276 0.556886 5.114322 -0.42 -0.72 1.02 -0.087
O -5.466276 0.858016 -1.433618 -1.49 0.00 -0.01 -0.078
O 4.858304 1.639766 2.580752 -0.35 0.28 0.33 -0.072
N -0.691326 2.419526 -4.228808 -0.63 0.70 -1.17 0.051
N -3.595266 -1.708364 4.270562 0.20 -0.89 -1.31 0.044
C 5.084514 -2.050234 -1.849358 -0.40 -0.32 1.21 -0.289
C -1.383516 -1.467724 -3.067428 0.65 -0.88 -0.63 -0.075
C 5.142264 0.900436 1.411612 0.36 -0.63 0.54 -0.347
C 0.441094 1.568536 -4.452168 0.27 -1.29 2.11 -0.408
C 4.507614 -0.938624 -2.679788 0.06 0.28 -0.10 -0.088
C 1.050304 -3.825884 1.619612 0.32 0.75 -0.94 -0.335
C 1.479764 1.934286 -3.369818 0.31 -0.16 -0.87 -0.044
C 0.065754 0.067756 -4.323048 -0.30 -0.57 -0.42 -0.145
C 2.060484 4.783896 1.781462 -2.03 -0.23 0.44 -0.074
C -0.183576 -0.013614 0.126872 1.84 -1.03 0.32 -0.324
C 1.552494 -3.918924 0.169592 -0.95 -0.04 0.70 -0.073
C -1.146856 1.363766 3.992312 0.53 1.41 -0.14 -0.331
C -4.792576 -2.910654 2.427522 0.51 0.86 -1.01 -0.159
C -4.334506 1.493926 -1.956818 1.15 0.32 0.76 -0.334
C 1.300134 0.049426 -0.267288 -0.25 -0.35 0.32 -0.064
C 1.602834 3.633576 0.851602 1.22 0.67 0.75 -0.344
C -0.953226 2.846046 4.402182 0.16 -0.41 -0.57 -0.068
C -2.334786 -2.249114 2.156602 -0.07 0.13 1.75 -0.065
C -5.632006 -2.149264 0.337412 -0.25 0.05 -0.06 -0.121
C -3.691966 -1.831554 2.780942 -0.02 -0.89 0.07 -0.391
C -4.165356 1.108276 -3.398618 0.45 -0.75 0.00 -0.068
C 5.590354 1.843326 0.361312 -0.11 0.45 -1.10 -0.088
H -0.811066 0.436846 -1.615128 0.13 -0.05 -0.60 0.017
H -1.134646 2.435546 -5.136168 -0.77 0.45 0.12 0.075
H -0.222236 0.980906 3.560352 -0.10 0.38 -1.00 0.101
H 1.644874 -5.624904 1.936672 0.06 -0.12 0.07 0.080
H -5.381346 -1.116804 0.580902 -0.08 0.05 0.64 0.067
H 5.024104 -0.917604 -3.639418 0.00 0.03 -0.07 0.080
H 2.482854 -4.485574 0.131652 0.19 0.21 -0.13 0.066
H 4.836504 2.509046 -0.058968 -0.39 -0.09 0.28 0.069
H -2.004996 -1.689014 -3.935118 -0.15 0.59 -0.29 0.089
H -4.510226 0.079716 -3.504618 -0.36 0.02 -0.17 0.078
H -4.737286 -3.898154 2.885652 1.18 0.01 -0.05 0.122
H -4.312296 2.579216 -1.858068 -0.60 0.28 -0.01 0.114
H 5.981874 0.225746 1.578792 0.29 -0.15 0.31 0.108
H 4.647484 1.055356 3.312612 0.00 -0.12 -0.06 0.081
H 0.952744 1.993376 -2.417528 0.16 0.34 -0.05 0.059
H 6.143594 -1.898934 -1.640648 0.20 -0.03 -0.47 0.109
H -0.254086 0.280726 1.174012 -0.31 0.71 -0.07 0.095
H 1.900364 -0.415514 0.514802 0.31 0.37 0.11 0.069
H -0.538356 -0.253604 -5.171508 -0.34 0.16 -0.18 0.118
H 1.849514 5.756766 1.337492 0.65 0.01 -0.45 0.072
H 4.912474 -3.014274 -2.328038 0.22 -0.05 -0.21 0.110
H -3.111096 1.027566 -3.663438 0.06 0.39 -0.08 0.040
H -4.486866 -1.414464 4.643072 0.08 0.23 0.08 0.064
H 6.380014 2.497696 0.730532 0.21 -0.26 -0.04 0.084
H 4.345154 0.221496 1.108712 -0.46 0.33 -0.15 0.091
H -1.763366 3.215006 5.031182 0.04 -0.22 0.09 0.074
H -1.576556 -1.498894 2.380982 -0.02 0.31 0.06 0.052
H 0.956714 -0.557104 -4.385008 0.27 -0.09 0.34 0.117
H 0.084074 -3.322064 1.645542 -0.02 -0.05 -0.01 0.084
H 1.513304 1.103246 -0.446558 0.48 -0.05 0.38 0.053
H -3.925406 -0.845454 2.379432 -0.64 -0.06 -0.42 0.113
H -0.671776 -2.293134 -3.052908 0.29 -0.11 0.16 0.089
H -5.749736 -2.602044 2.847892 -0.46 0.59 -0.53 0.107
H 2.247534 3.845136 -0.001458 0.05 -1.00 -0.59 0.101
H -2.003376 1.247516 3.328262 0.10 -0.12 -0.06 0.111
H 4.681524 -2.897244 -0.097078 0.08 -0.05 -0.07 0.072
H -3.537576 1.184806 -1.280468 0.80 -0.19 -0.58 0.098
H -0.432936 0.444096 5.455182 -0.17 -0.26 0.47 0.090
H 1.767354 2.683336 1.359622 0.80 -0.11 -0.20 0.102
H 1.381954 4.834346 2.633022 0.08 -0.33 0.46 0.054
H -5.545606 -2.107574 -0.748358 0.33 -0.83 -0.06 0.081
H -2.257956 -2.448814 1.087802 -0.64 -0.18 0.20 0.072
H -6.662356 -2.405284 0.584262 -0.27 0.46 -0.02 0.087
H 5.922444 1.226566 -0.473808 0.40 0.19 -0.13 0.065
H 1.625304 -2.941954 -0.308258 0.25 -0.11 -0.04 0.052
H -0.526466 -1.047134 0.175402 -0.22 -0.32 -0.44 0.088
H 1.956214 2.865376 -3.676658 -0.27 0.27 0.48 0.080
H -5.721726 1.289466 -0.614958 -0.02 0.01 0.05 0.086
H -2.864586 -1.056614 4.518412 -0.03 0.23 0.21 0.032
H -1.363346 2.057876 -3.567218 0.17 -0.15 0.21 0.051
H 1.724844 -3.234154 2.238442 0.24 0.02 0.20 0.107
H -4.685616 1.772916 -4.088318 -0.02 -0.15 0.05 0.081
H -2.065896 -3.090974 2.794622 0.38 -0.51 -0.51 0.083
H 0.008864 2.836456 0.070042 -0.05 -0.22 -0.17 0.045
H 1.579024 -0.474394 -1.181578 -0.42 -0.13 -0.19 0.060
H 3.441444 -1.056374 -2.873508 -0.02 -0.20 0.09 0.059
H 4.645964 0.035166 -2.210008 0.04 -0.02 0.10 0.064
H 0.005944 2.942626 4.910882 -0.07 0.04 0.31 0.069
H -0.881286 3.509446 3.540302 -0.09 -0.13 -0.23 0.061
H -2.015626 -1.594434 -2.188518 0.19 0.74 0.16 0.096
H 0.775354 -4.519184 -0.303538 0.14 0.03 -0.49 0.078
H 2.300734 1.225816 -3.259458 -0.09 -0.32 -0.10 0.058
H 0.767984 1.762776 -5.473688 0.42 -0.25 0.10 0.140
H 3.074574 4.650776 2.158312 -0.03 0.07 -0.37 0.074
```
Forces are in eV/Å.

maximum force	2.48	eV/Å
relative energy (zero: lowest compared OMol25 entry of this formula, charge and spin)	2.396	eV
charge	0
SMILES	COC[C@H](C)N.COC[C@H](C)N.CCO.CCO.CCO.CCO.CCO.CCO.CCO